No. 1
ORCA calculation (ωB97M-V/def2-TZVPD) on 2 unconnected molecules or ions with the total composition C4H11BrSi.

Structure (XYZ):
```
17
Properties=species:S:1:pos:R:3
C -1.4921 -1.0247 -1.4649
C 1.0748 -0.7104 1.7832
C 0.3600 2.0378 0.2252
C 0.0373 -0.9897 -1.2740
Si 0.7636 0.1822 0.1162
Br 3.9700 0.4161 -1.0327
H -1.9870 -0.1571 -1.8405
H -1.6577 -1.8206 -2.2226
H -1.8899 -1.3679 -0.5410
H 0.2650 -0.5456 2.5337
H 1.1531 -1.8123 1.5253
H 2.0363 -0.3960 2.2444
H -0.4070 2.3322 0.9284
H 1.2025 2.6358 0.7288
H -0.0064 2.4388 -0.7252
H 0.7507 -0.8570 -2.1932
H 0.4013 -1.9079 -0.8929
```

The calculation puts the orbital gap at 7.387 eV. The HOMO energy is -0.307 hartree. For the energy relative to the best compared isomer or geometry (same formula, charge and spin), the calculation gives 209.9 kJ/mol.

No. 2
ORCA calculation (ωB97M-V/def2-TZVPD) on a gas-phase ion, C4H11ClN (charge +1).

Structure (XYZ):
```
17
Properties=species:S:1:pos:R:3
C 0.6382 1.7386 0.4175
C -0.1064 0.5952 -0.1873
N 0.1804 0.5212 -1.6119
C 0.4373 -1.0003 0.5329
C -0.7034 -1.9894 0.7258
Cl 1.6282 -1.7695 -0.5156
H 0.5141 1.8122 1.5056
H 1.8192 1.5369 0.2312
H 0.3960 2.6429 -0.0365
H -1.2127 0.4995 0.1765
H -0.5865 0.2234 -2.1846
H 0.8731 -0.2515 -1.5849
H 0.7074 1.2720 -2.2003
H 0.8706 -0.6607 1.4603
H -1.0718 -2.4157 -0.3355
H -1.5841 -1.6808 1.2625
H -0.1605 -2.7128 1.2731
```

The calculation puts the orbital gap at 11.558 eV. The HOMO energy is -0.552 hartree. The charge is +1. For the energy relative to the best compared isomer or geometry (same formula, charge and spin), the calculation gives 57.4 kJ/mol.

No. 3
ORCA calculation (ωB97M-V/def2-TZVPD) on 2 unconnected molecules or ions with the total composition C4H11ClN2.

Structure (XYZ):
```
18
Properties=species:S:1:pos:R:3
C -1.7320 -0.1293 0.6155
C -0.9534 -1.1881 0.6075
C 1.6552 0.5889 -0.7177
C 0.7788 -0.0107 -1.5432
N -1.0624 -2.1683 1.8468
N 3.0677 0.0668 -0.8217
Cl 1.5428 -0.8039 -2.9675
H -1.8396 0.5067 -0.2446
H -2.3075 0.1718 1.4679
H -0.4709 -1.7691 -0.2318
H 1.3714 1.1511 0.0950
H -0.2318 0.2971 -1.5622
H -0.2048 -2.7234 2.1540
H -1.7811 -2.9385 1.6628
H -1.4332 -1.7289 2.8011
H 3.0326 -0.1393 -1.9168
H 2.9985 -0.9337 -0.4925
H 3.8829 0.4750 -0.4422
```

The calculation puts the orbital gap at 10.850 eV. The HOMO energy is -0.670 hartree. The charge is +2. For the energy relative to the best compared isomer or geometry (same formula, charge and spin), the calculation gives 104.5 kJ/mol.

No. 4
ORCA calculation (ωB97M-V/def2-TZVPD) on a molecular structure, C4H11EuO2.

Structure (XYZ):
```
18
Properties=species:S:1:pos:R:3
H 1.2084 0.2166 -0.1716
O -0.7777 -0.4859 3.1762
C -1.3552 -1.7708 3.1026
H -0.8908 -2.4735 3.8140
H -2.4213 -1.6698 3.3435
H -1.2850 -2.1878 2.0842
C 2.0563 0.4657 -2.7356
O 0.7446 0.5143 -2.2243
C 0.6161 0.9242 -0.8357
C -0.8529 0.8733 -0.4846
Eu -1.6049 0.1283 -2.7536
H 2.0098 -0.0175 -3.7178
H 2.4618 1.4825 -2.8537
H 2.7061 -0.1090 -2.0574
H -1.2067 1.8679 -0.1732
H 1.0796 1.9200 -0.7440
H -1.4660 0.2038 2.9325
H -1.0223 0.1176 0.2985
```

The calculation puts the orbital gap (spin up / spin down) at 4.984 / 7.588 eV. The spin multiplicity is 9. The HOMO energy (spin up / spin down) is -0.170 / -0.274 hartree.

No. 5
ORCA calculation (ωB97M-V/def2-TZVPD) on a molecular structure, C4H11GaIOPb.

Structure (XYZ):
```
19
Properties=species:S:1:pos:R:3
O -1.9612 0.8419 1.5991
C -0.6891 0.7315 1.1444
C 0.1152 -0.4263 1.6571
C 0.8610 -0.6029 0.3875
C 0.0234 -1.1511 -0.6744
Ga 0.6538 -0.0249 -2.2661
I -1.6089 0.8950 -3.1756
H -2.4791 0.1065 1.2497
H -0.0916 1.6151 1.4561
H -0.6972 0.6069 0.0395
H -0.5295 -1.2000 2.0054
H 0.8087 -0.2392 2.4541
H 1.7229 -1.2218 0.5010
H 1.1557 0.4407 0.1330
H -1.0319 -1.0288 -0.5066
H 0.1843 -2.2017 -0.7708
H 1.5317 1.2113 -1.6053
H 1.4427 -0.8814 -3.3118
Pb 0.5889 2.5290 -0.3163
```

The calculation puts the orbital gap at 5.821 eV. The HOMO energy is -0.455 hartree. The charge is +1.

No. 6
ORCA calculation (ωB97M-V/def2-TZVPD) on a molecular structure, C4H11GdO3.

Structure (XYZ):
```
19
Properties=species:S:1:pos:R:3
C 1.1887 0.3003 -1.3837
O -0.0497 0.1219 -0.7488
C 0.0623 -0.3498 0.5690
C -1.2836 -0.8026 1.0752
O -1.3531 -2.2056 1.0665
C -2.5013 -2.7077 1.7007
H 2.0299 0.0688 -0.7057
H 1.2767 -0.3514 -2.2714
H 0.4349 0.4512 1.2354
H 0.7771 -1.1930 0.6169
H -2.0825 -0.3735 0.4424
H -1.4233 -0.4156 2.1013
H -2.4965 -3.7981 1.5863
H -2.5046 -2.4594 2.7765
H -3.4197 -2.3002 1.2438
Gd 2.8458 3.6130 -1.6774
O 3.2996 5.1737 -2.9916
H 3.9417 5.8785 -2.9318
H 1.2577 1.3494 -1.7035
```

The calculation puts the orbital gap (spin up / spin down) at 9.309 / 3.124 eV. The spin multiplicity is 8. The HOMO energy (spin up / spin down) is -0.634 / -0.555 hartree. The charge is +2. For the energy relative to the best compared isomer or geometry (same formula, charge and spin), the calculation gives 287.4 kJ/mol.

No. 7
ORCA calculation (ωB97M-V/def2-TZVPD) on a molecular structure, C4H11HgO2.

Structure (XYZ):
```
18
Properties=species:S:1:pos:R:3
H 5.0012 2.7253 -0.6559
C 4.2856 1.8905 -0.1619
H 4.0721 1.2890 -1.0536
H 3.4674 2.5413 0.1698
H 4.9802 1.4946 0.5891
O 2.7950 0.0855 0.8736
C 2.4623 0.3305 2.2124
C 1.1990 -0.4195 2.6158
O 1.3238 -1.7707 2.1297
C 0.3155 -2.6638 2.5948
Hg 2.3067 -1.6653 0.4511
H 2.2777 1.4027 2.4009
H 3.2907 0.0288 2.8814
H 0.3012 0.0251 2.1583
H 1.0782 -0.4432 3.7079
H 0.4855 -3.6316 2.1129
H 0.3966 -2.7700 3.6840
H -0.6784 -2.2805 2.3256
```

The calculation puts the orbital gap at 7.065 eV. The HOMO energy is -0.511 hartree. The charge is +1. For the energy relative to the best compared isomer or geometry (same formula, charge and spin), the calculation gives 0.0 kJ/mol.

No. 8
ORCA calculation (ωB97M-V/def2-TZVPD) on 2 unconnected molecules or ions with the total composition C4H11N2.

Structure (XYZ):
```
17
Properties=species:S:1:pos:R:3
C 0.4651 2.2140 -1.2198
C -0.3321 0.1111 -2.0951
N 0.0410 0.8169 -1.1160
H 1.3738 2.3478 -0.6385
H -0.3156 2.8647 -0.8253
H 0.6834 2.4512 -2.2535
H -0.3657 0.5015 -3.1003
H -0.5966 -0.9236 -1.9181
H 0.1286 0.3500 -0.1865
C 0.5560 -0.0468 1.7721
C -0.4425 -0.9392 1.6319
N -0.3137 -2.2612 1.2668
H 1.5974 -0.3100 1.5882
H 0.3558 0.9199 2.2056
H -1.4449 -0.6015 1.8703
H 0.6305 -2.5271 1.0251
H -0.9856 -2.6269 0.6106
```

The calculation puts the orbital gap at 7.811 eV. The HOMO energy is -0.464 hartree. The charge is +1. For the energy relative to the best compared isomer or geometry (same formula, charge and spin), the calculation gives 207.4 kJ/mol.

No. 9
ORCA calculation (ωB97M-V/def2-TZVPD) on 2 unconnected molecules or ions with the total composition C4H11N2.

Structure (XYZ):
```
17
Properties=species:S:1:pos:R:3
C -0.9465 1.9966 1.1672
C 0.2472 1.3129 0.4604
C -0.1933 0.3029 -0.5139
C 0.0010 0.3011 -1.8321
N -0.4875 -0.6266 -2.7299
N 0.8360 -2.9462 1.4786
H -0.6125 2.7568 1.8696
H -1.8103 2.2580 0.5713
H -1.4144 1.2308 1.7780
H 1.1063 1.0499 1.1005
H 0.6876 2.0661 -0.2333
H 0.3956 1.1876 -2.3370
H -0.7178 -1.5468 -2.3694
H 0.1214 -0.7108 -3.5450
H 1.7442 -3.3731 1.5327
H 0.8960 -1.9422 1.4938
H 0.1470 -3.3168 2.1083
```

The calculation puts the orbital gap at 5.137 eV. The HOMO energy is -0.479 hartree. The charge is +1. For the energy relative to the best compared isomer or geometry (same formula, charge and spin), the calculation gives 551.4 kJ/mol.

No. 10
ORCA calculation (ωB97M-V/def2-TZVPD) on 2 unconnected molecules or ions with the total composition C4H11N2.

Structure (XYZ):
```
17
Properties=species:S:1:pos:R:3
C -0.9668 -1.5240 -0.3167
C -1.5000 -0.1429 0.0076
C -1.3296 0.3113 1.4642
N 1.3018 0.6550 -1.4216
C 2.2872 0.4062 -0.5836
N 3.0672 1.1604 0.1479
H -0.1900 -1.4059 -1.0770
H -0.4938 -1.9504 0.5701
H -1.7539 -2.1855 -0.6690
H -2.4447 0.0990 -0.5069
H -0.9399 0.6184 -0.6225
H -1.7571 -0.3979 2.1701
H -1.7363 1.3067 1.5986
H -0.2445 0.2543 1.6048
H 2.4424 -0.6567 -0.3066
H 1.5172 1.3120 -2.1915
H 2.7410 2.1402 0.1323
```

The calculation puts the orbital gap at 4.714 eV. The HOMO energy is -0.544 hartree. The charge is +1. For the energy relative to the best compared isomer or geometry (same formula, charge and spin), the calculation gives 761.9 kJ/mol.

What did the third record say?
ORCA calculation (ωB97M-V/def2-TZVPD) on 2 unconnected molecules or ions with the total composition C4H11ClN2.

Structure (XYZ):
```
18
Properties=species:S:1:pos:R:3
C -1.7320 -0.1293 0.6155
C -0.9534 -1.1881 0.6075
C 1.6552 0.5889 -0.7177
C 0.7788 -0.0107 -1.5432
N -1.0624 -2.1683 1.8468
N 3.0677 0.0668 -0.8217
Cl 1.5428 -0.8039 -2.9675
H -1.8396 0.5067 -0.2446
H -2.3075 0.1718 1.4679
H -0.4709 -1.7691 -0.2318
H 1.3714 1.1511 0.0950
H -0.2318 0.2971 -1.5622
H -0.2048 -2.7234 2.1540
H -1.7811 -2.9385 1.6628
H -1.4332 -1.7289 2.8011
H 3.0326 -0.1393 -1.9168
H 2.9985 -0.9337 -0.4925
H 3.8829 0.4750 -0.4422
```

The calculation puts the orbital gap at 10.850 eV. The HOMO energy is -0.670 hartree. The charge is +2. For the energy relative to the best compared isomer or geometry (same formula, charge and spin), the calculation gives 104.5 kJ/mol.